Record 1
Molecular formula: C6H12Cl2OSi2
Method: DFT, ωB97M-V/def2-TZVPD

HOMO level (alpha / beta)   -0.197 / -0.366 hartree
HOMO-LUMO gap (alpha / beta)   6.1 / 8.1 eV
Net charge   0
2S+1   3
Calculated total energy   -1810.4040 Ha

Atoms and positions in Å:
C: -3.284 -1.281 1.058
C: -2.411 -1.086 0.263
C: -4.367 -1.439 1.897
C: -2.441 1.861 -1.644
C: 2.506 1.433 -0.563
C: 2.692 -1.699 -0.995
O: 0.139 -0.322 -0.238
Si: -1.283 -0.495 -0.998
Si: 1.763 -0.274 -0.070
Cl: -1.028 -1.418 -2.734
Cl: 1.744 -0.468 1.921
H: -4.212 -2.105 2.614
H: -4.717 -0.501 2.352
H: -5.198 -1.796 1.223
H: -3.435 1.731 -1.231
H: -1.968 2.733 -1.286
H: -2.551 1.772 -2.776
H: 2.222 1.585 -1.609
H: 2.182 2.334 -0.024
H: 3.586 1.423 -0.432
H: 3.756 -1.381 -1.209
H: 2.916 -2.493 -0.290
H: 2.192 -2.008 -1.885

---

Record 2
Molecular formula: C11H13F6NNdO
Method: DFT, ωB97M-V/def2-TZVPD

HOMO level (alpha / beta)   -0.118 / -0.115 hartree
HOMO-LUMO gap (alpha / beta)   6.1 / 6.0 eV
Net charge   -1
2S+1   4
Calculated total energy   -1717.5026 Ha

Atoms and positions in Å:
C: -0.951 1.522 -1.593
C: -1.333 2.011 -0.281
C: -2.201 1.022 0.334
C: -2.347 -0.084 -0.599
C: -1.571 0.226 -1.788
Nd: -0.068 -0.075 0.096
N: 1.616 -0.599 -0.990
C: 2.392 0.443 -0.200
C: 1.548 1.286 0.804
H: -2.608 1.070 1.319
H: -1.013 2.925 0.169
H: -2.883 -0.991 -0.418
H: -1.446 -0.412 -2.638
H: -0.282 2.005 -2.273
H: 1.522 2.320 0.581
H: 3.195 -0.098 0.322
H: 1.974 -1.034 -1.697
H: 1.729 1.027 1.836
H: 2.834 1.110 -0.953
C: -1.045 -1.655 2.637
C: 0.101 -2.445 1.980
O: 1.013 -1.610 1.409
C: 0.844 -3.280 3.087
F: -0.016 -4.152 3.710
F: 1.874 -3.980 2.551
F: 1.342 -2.421 4.027
C: -0.450 -3.434 0.896
F: -1.379 -4.291 1.408
F: -1.072 -2.695 -0.116
F: 0.550 -4.140 0.313
H: -0.630 -0.949 3.375
H: -1.767 -2.315 3.123
H: -1.578 -1.066 1.863

---

Record 3
Molecular formula: C27H50OP2V
Method: DFT, ωB97M-V/def2-TZVPD

HOMO level (alpha / beta)   -0.339 / -0.339 hartree
HOMO-LUMO gap (alpha / beta)   5.9 / 4.2 eV
Net charge   +1
2S+1   3
Calculated total energy   -2760.3167 Ha

Atoms and positions in Å:
V: 0.000 0.000 0.000
C: 0.662 -0.212 2.186
C: 1.712 0.339 1.362
C: -0.071 1.815 1.319
C: -0.456 0.657 2.122
C: 1.259 1.626 0.864
C: 0.778 -1.439 3.032
H: 1.474 -2.165 2.603
H: -0.191 -1.928 3.168
H: 1.155 -1.167 4.027
C: -1.764 0.510 2.833
H: -1.907 -0.512 3.192
H: -2.588 0.756 2.157
H: -1.811 1.184 3.699
C: -0.896 3.048 1.143
H: -0.800 3.680 2.036
H: -1.949 2.795 1.000
H: -0.568 3.628 0.277
C: 2.096 2.633 0.138
H: 2.610 3.288 0.854
H: 1.484 3.263 -0.513
H: 2.866 2.156 -0.475
C: 3.125 -0.155 1.302
H: 3.736 0.356 2.059
H: 3.581 0.038 0.327
H: 3.186 -1.228 1.497
C: -0.942 -1.850 -0.792
C: 0.205 -2.197 -0.064
C: 1.513 -2.631 -0.693
C: 1.934 -1.690 -1.833
C: 1.470 -0.258 -1.579
C: 0.291 0.292 -2.137
C: -0.677 -0.518 -2.970
C: -1.047 -1.870 -2.309
H: 1.432 -3.671 -1.048
H: 1.531 -2.039 -2.789
H: 2.287 -2.633 0.081
H: -0.418 -2.675 -2.704
H: -1.888 -1.902 -0.264
H: 0.040 -2.570 0.943
H: -2.077 -2.121 -2.578
H: -1.585 0.074 -3.094
H: 0.272 1.364 -2.324
H: -0.258 -0.692 -3.974
H: 3.024 -1.701 -1.938
H: 2.276 0.441 -1.374
P: -1.216 -0.731 -7.279
P: -0.868 2.000 -8.832
C: -1.228 -0.794 -9.144
C: -1.580 0.558 -9.777
H: -1.973 -1.544 -9.437
H: -0.251 -1.150 -9.500
H: -1.173 0.606 -10.794
H: -2.670 0.680 -9.856
C: -1.688 3.394 -9.743
H: -1.233 4.342 -9.437
H: -2.750 3.436 -9.483
H: -1.590 3.288 -10.831
C: 0.798 2.069 -9.648
H: 0.722 2.074 -10.742
H: 1.392 1.204 -9.338
H: 1.326 2.972 -9.325
C: -2.667 -1.844 -6.957
H: -2.731 -2.059 -5.885
H: -2.591 -2.791 -7.505
H: -3.589 -1.335 -7.253
C: 0.150 -1.943 -6.945
H: 1.115 -1.499 -7.208
H: 0.020 -2.876 -7.509
H: 0.172 -2.176 -5.875
C: -2.437 -3.054 3.136
C: -2.493 -2.391 1.741
C: -3.897 -1.821 1.499
O: -1.462 -1.340 1.484
H: -2.604 -2.348 3.972
H: -1.484 -3.601 3.282
H: -3.236 -3.825 3.208
H: -2.345 -3.280 1.082
H: -4.126 -1.010 2.220
H: -3.986 -1.417 0.470
H: -4.662 -2.618 1.620